# 1
Molecular formula: C4H11NO2
Method: DFT, ωB97M-V with the def2-TZVPD basis set

Output
- structure (SMILES) = CC(N)=O.CCO
- energy relative to the best compared isomer or geometry (same formula, charge and spin) (kJ/mol) = 126.71
- HOMO-LUMO gap (eV) = 10.562
- electronic energy (eV) = -9910.9286

Structure (XYZ):
```
18
Properties=species:S:1:pos:R:3:forces:R:3
O -2.778 1.530 -2.037 -0.27 -0.25 -0.54
O 3.181 -0.677 -0.785 -0.36 1.31 0.58
N -0.899 0.702 -1.052 -0.35 -0.03 -1.04
C -2.847 0.958 0.350 -1.14 -1.01 -2.07
C -2.224 1.049 -1.087 0.22 0.82 2.50
C 1.506 -0.616 1.079 0.02 1.60 0.84
C 2.444 -1.438 0.201 -0.33 0.12 -1.41
H 1.024 -1.029 1.977 0.42 -0.77 -0.50
H 1.831 -2.049 -0.464 -0.10 -0.59 0.50
H 1.989 0.283 1.517 0.31 -0.44 -0.32
H -2.346 1.552 1.094 -0.03 0.36 0.13
H 0.677 -0.151 0.526 0.74 -0.55 -0.01
H -0.501 0.538 -1.964 0.32 0.00 0.11
H -3.928 1.076 0.231 0.25 1.02 0.26
H 3.217 -2.048 0.655 -0.38 -0.14 0.81
H 3.106 0.273 -0.575 0.14 -0.67 -0.13
H -0.586 0.129 -0.295 -0.18 -0.15 -0.14
H -2.867 -0.082 0.626 0.72 -0.63 0.44
```
Positions in Å, forces in eV/Å.

***

# 2
Molecular formula: C4H11NO2
Method: DFT, ωB97M-V with the def2-TZVPD basis set

Output
- structure (SMILES) = CC(=O)NO.CC
- energy relative to the best compared isomer or geometry (same formula, charge and spin) (kJ/mol) = 467.27
- HOMO-LUMO gap (eV) = 8.916
- electronic energy (eV) = -9907.3989

Structure (XYZ):
```
18
Properties=species:S:1:pos:R:3:forces:R:3
O 1.812 1.260 -1.166 0.20 -0.50 0.11
O 1.261 -1.212 -0.572 -1.51 0.65 0.40
N 0.476 0.848 -1.288 0.00 -0.88 -0.46
C 0.266 0.230 2.338 -0.23 0.19 0.20
C -0.937 -1.175 -1.610 -0.47 -0.16 0.83
C -0.668 0.410 1.152 1.69 2.56 -0.94
C 0.267 -0.601 -0.920 2.55 0.86 -3.28
H 1.045 0.993 2.351 0.10 -0.08 -0.13
H 2.231 0.447 -0.798 -0.01 0.28 -0.26
H -0.263 0.350 3.287 0.02 -0.29 0.10
H -1.162 1.391 1.177 -0.56 -0.13 0.72
H -1.440 -0.358 1.130 0.14 -0.05 -0.61
H 0.010 0.920 0.126 -2.54 -2.19 3.06
H -0.775 -1.168 -2.690 0.25 0.18 0.12
H -1.840 -0.607 -1.389 0.01 -0.01 -0.01
H 0.739 -0.754 2.303 0.05 0.06 0.12
H -1.069 -2.212 -1.309 -0.06 0.03 0.12
H 0.045 1.239 -2.122 0.36 -0.52 -0.10
```
Positions in Å, forces in eV/Å.

***

# 3
Molecular formula: C4H11NO2
Method: DFT, ωB97M-V with the def2-TZVPD basis set

Output
- structure (SMILES) = C=CC(=C)N.O.O
- energy relative to the best compared isomer or geometry (same formula, charge and spin) (kJ/mol) = 305.81
- HOMO-LUMO gap (eV) = 8.674
- electronic energy (eV) = -9909.0723

Structure (XYZ):
```
18
Properties=species:S:1:pos:R:3:forces:R:3
O 2.199 -1.786 -0.370 -3.15 -1.22 2.23
O 2.012 2.996 0.320 5.27 -3.36 -0.25
N -1.058 1.019 1.299 0.11 -2.32 0.25
C -0.795 0.182 0.220 -0.60 0.39 -1.62
C -1.379 -2.131 -0.637 0.00 1.36 1.96
C -1.129 -1.237 0.417 0.22 -3.63 -1.32
C -0.481 0.631 -1.026 1.36 1.22 1.24
H 1.541 -1.355 0.277 1.74 -0.73 -1.76
H 1.156 3.238 0.329 -4.62 0.90 -0.04
H -1.167 -1.879 -1.685 -0.62 0.22 0.53
H -1.872 -3.124 -0.490 1.12 0.83 0.23
H -0.954 -1.739 1.420 -1.02 1.05 -0.93
H 2.806 -1.163 -0.670 1.43 1.94 -0.56
H 2.094 1.990 0.196 -0.65 2.48 0.28
H -1.705 0.666 1.975 -0.05 0.04 0.20
H -0.148 -0.004 -1.855 -0.32 0.34 0.57
H -0.906 1.981 1.315 0.24 1.42 -0.40
H -0.214 1.717 -1.036 -0.46 -0.92 -0.62
```
Positions in Å, forces in eV/Å.

***

# 4
Molecular formula: C4H11NO2
Method: DFT, ωB97M-V with the def2-TZVPD basis set

Output
- structure (SMILES) = C=CC(=C)N.O.O
- energy relative to the best compared isomer or geometry (same formula, charge and spin) (kJ/mol) = 281.14
- HOMO-LUMO gap (eV) = 9.383
- electronic energy (eV) = -9909.3281

Structure (XYZ):
```
18
Properties=species:S:1:pos:R:3:forces:R:3
O -1.818 -2.105 -1.527 -2.44 1.61 0.32
O 0.651 -2.810 -0.027 -2.78 1.28 0.93
N -1.010 0.991 -0.474 0.53 -0.40 -0.09
C -0.071 1.155 0.597 -0.60 -0.38 -0.34
C 1.210 0.456 0.189 -0.72 -1.01 1.56
C -0.431 1.631 1.811 -1.70 0.10 -2.45
C 2.343 1.014 -0.163 4.08 0.49 -0.12
H -1.437 2.043 2.042 0.61 -0.41 -0.69
H 3.297 0.313 -0.399 -2.49 1.67 0.49
H 2.658 2.132 -0.083 -1.17 -1.99 -0.43
H -1.780 1.603 -0.523 -1.10 0.83 0.76
H -1.497 -1.178 -1.577 0.24 -0.72 0.18
H -0.098 -3.164 -0.572 1.01 0.24 0.31
H -2.801 -1.892 -1.352 2.19 -0.94 -0.35
H 0.170 1.651 2.638 1.89 -0.14 1.61
H 1.198 -0.670 0.315 -0.07 1.55 -0.68
H -0.665 0.988 -1.422 0.91 -0.08 0.20
H 0.079 -2.157 0.528 1.60 -1.70 -1.19
```
Positions in Å, forces in eV/Å.